# 1
{"formula": "C23H40IrNO3P2", "method": "ωB97M-V/def2-TZVPD", "symbols": ["Ir", "P", "C", "C", "N", "C", "C", "C", "C", "C", "P", "H", "H", "H", "H", "H", "H", "H", "H", "O", "H", "H", "O", "H", "C", "H", "H", "H", "C", "H", "H", "H", "C", "H", "H", "H", "C", "H", "H", "H", "C", "C", "C", "C", "C", "C", "C", "C", "C", "C", "C", "C", "O", "H", "H", "H", "H", "H", "H", "H", "H", "H", "H", "H", "H", "H", "H", "H", "H", "H"], "xyz": [[0.27, -0.13, 0.60], [0.45, 1.54, -0.93], [2.10, 1.25, -1.74], [2.67, -0.07, -1.31], [2.09, -0.80, -0.30], [2.45, -2.06, -0.04], [3.73, -2.48, -0.38], [4.49, -1.65, -1.21], [3.94, -0.50, -1.71], [1.45, -2.93, 0.75], [-0.21, -2.28, 0.47], [4.44, 0.12, -2.43], [4.11, -3.41, 0.06], [5.50, -1.97, -1.50], [1.54, -3.98, 0.45], [1.70, -2.86, 1.82], [1.89, 1.35, -2.81], [2.76, 2.12, -1.51], [0.78, -1.05, -4.53], [0.95, -0.88, -5.49], [0.88, 0.08, -5.61], [-1.95, -0.51, -2.19], [-2.14, -1.20, -2.82], [-3.04, -0.91, -3.04], [-0.83, -3.31, -0.90], [-0.42, -4.33, -0.83], [-1.93, -3.37, -0.86], [-0.55, -2.87, -1.86], [-1.15, -2.89, 1.91], [-2.22, -2.88, 1.68], [-0.85, -3.92, 2.16], [-0.95, -2.24, 2.77], [1.14, 3.03, -0.07], [1.51, 3.72, -0.84], [0.42, 3.53, 0.58], [2.00, 2.72, 0.53], [-0.71, 2.27, -2.16], [-1.46, 2.91, -1.67], [-0.13, 2.91, -2.85], [-1.24, 1.52, -2.77], [2.36, 3.59, 3.86], [1.76, 2.24, 3.99], [2.15, 1.52, 5.26], [0.21, 2.33, 3.88], [-0.61, 3.07, 4.69], [-2.01, 3.07, 4.46], [-2.55, 2.31, 3.39], [-1.76, 1.55, 2.57], [-2.37, 0.77, 1.41], [-3.36, -0.30, 1.92], [-3.20, 1.68, 0.48], [-0.37, 1.50, 2.91], [0.55, 0.63, 2.44], [1.99, 4.22, 4.67], [2.06, 4.04, 2.90], [3.45, 3.53, 3.89], [2.10, 1.62, 3.17], [1.76, 2.08, 6.13], [1.74, 0.49, 5.27], [3.25, 1.45, 5.32], [-0.15, 3.66, 5.51], [-2.65, 3.65, 5.09], [-3.65, 2.34, 3.23], [-1.52, 0.26, 0.81], [-4.24, 0.17, 2.40], [-3.76, -0.96, 1.12], [-2.89, -0.94, 2.67], [-2.62, 2.52, 0.10], [-3.64, 1.16, -0.39], [-4.06, 2.10, 1.03]], "total_charge": 2, "homo_lumo_gap_ev": [7.473, 6.450], "relative_energy_ev": 1.172, "spin_multiplicity": 5, "energy_ha": -1967.27983, "s_squared": 6.03}



# 2
{"formula": "C23H40N3O7PRhSb", "method": "ωB97M-V/def2-TZVPD", "symbols": ["Rh", "N", "C", "C", "O", "N", "C", "C", "O", "O", "H", "H", "H", "H", "H", "H", "C", "C", "P", "C", "C", "C", "C", "H", "H", "H", "H", "H", "H", "H", "H", "H", "H", "H", "H", "H", "H", "H", "C", "C", "Sb", "C", "C", "C", "C", "H", "H", "H", "H", "H", "H", "H", "H", "H", "H", "H", "H", "H", "H", "H", "O", "C", "O", "C", "C", "C", "C", "C", "C", "N", "O", "O", "H", "H", "H", "H"], "xyz": [[0.37, -0.25, 0.12], [-1.05, 0.88, -1.52], [-0.97, 2.32, -1.28], [-0.75, 2.62, 0.22], [-1.33, 3.55, 0.76], [0.15, 1.80, 0.78], [0.55, 2.02, 2.12], [0.23, 0.72, 3.04], [0.07, 0.96, 4.22], [0.21, -0.35, 2.42], [-0.88, 0.67, -2.50], [-2.00, 0.56, -1.31], [-1.86, 2.86, -1.59], [-0.11, 2.73, -1.82], [0.06, 2.89, 2.57], [1.63, 2.08, 2.20], [3.31, 2.09, -0.97], [3.80, 1.04, 0.00], [2.76, -0.51, -0.04], [3.16, -1.13, -1.74], [2.07, -0.68, -2.71], [3.70, -1.56, 1.17], [4.64, -2.59, 0.57], [3.88, 3.01, -0.86], [2.26, 2.32, -0.78], [3.42, 1.76, -2.00], [3.74, 1.42, 1.02], [4.83, 0.77, -0.21], [3.23, -2.21, -1.72], [4.14, -0.73, -2.02], [1.21, -1.34, -2.63], [2.43, -0.70, -3.74], [1.76, 0.34, -2.47], [2.94, -2.07, 1.77], [4.24, -0.87, 1.82], [4.09, -3.32, -0.02], [5.13, -3.13, 1.39], [5.41, -2.14, -0.05], [-3.41, -2.76, -1.99], [-3.70, -2.11, -0.65], [-1.93, -1.79, 0.62], [-1.81, -3.63, 1.80], [-2.29, -4.88, 1.08], [-3.07, -0.47, 1.97], [-3.86, -1.18, 3.04], [-4.33, -2.90, -2.56], [-2.93, -3.72, -1.83], [-2.73, -2.14, -2.58], [-4.39, -2.72, -0.07], [-4.16, -1.12, -0.79], [-2.39, -3.47, 2.71], [-0.76, -3.72, 2.07], [-3.35, -4.82, 0.85], [-2.12, -5.75, 1.70], [-1.74, -5.01, 0.16], [-3.74, 0.09, 1.31], [-2.37, 0.23, 2.42], [-4.52, -1.94, 2.63], [-4.47, -0.46, 3.58], [-3.19, -1.65, 3.77], [-0.52, -3.37, -1.15], [0.56, -3.43, -0.55], [1.15, -2.44, -0.03], [1.27, -4.74, -0.36], [1.95, -4.96, 0.84], [2.62, -6.14, 1.05], [2.63, -7.10, 0.04], [1.97, -6.88, -1.17], [1.29, -5.70, -1.37], [3.32, -8.34, 0.24], [3.84, -8.53, 1.33], [3.34, -9.14, -0.68], [1.92, -4.20, 1.60], [3.14, -6.34, 1.98], [2.01, -7.64, -1.94], [0.78, -5.50, -2.30]], "homo_lumo_gap_ev": [6.218, 5.661], "relative_energy_ev": 1.678, "energy_ha": -2283.38237}



# 3
{"formula": "C23H40N4O2S2SiTi", "method": "ωB97M-V/def2-TZVPD", "symbols": ["Ti", "C", "Si", "C", "C", "C", "C", "C", "C", "N", "C", "S", "H", "H", "H", "H", "H", "H", "H", "H", "H", "H", "H", "H", "O", "C", "C", "C", "C", "C", "C", "N", "H", "H", "H", "H", "H", "H", "H", "N", "C", "O", "C", "C", "H", "H", "H", "H", "H", "H", "C", "S", "C", "H", "H", "H", "H", "H", "H", "C", "C", "C", "C", "N", "H", "H", "H", "H", "H", "H", "H", "H", "H"], "xyz": [[-0.03, -0.13, 0.70], [4.43, 5.94, -0.50], [3.43, 4.52, -1.25], [2.09, 5.35, -2.28], [4.63, 3.56, -2.31], [2.74, 3.54, 0.19], [3.04, 3.89, 1.48], [2.53, 3.17, 2.56], [1.71, 2.11, 2.28], [1.37, 1.73, 1.04], [1.88, 2.41, -0.02], [1.51, 1.93, -1.64], [4.85, 6.55, -1.31], [5.26, 5.57, 0.10], [3.82, 6.60, 0.12], [2.54, 5.98, -3.05], [1.47, 5.98, -1.65], [1.46, 4.60, -2.76], [5.07, 4.21, -3.07], [4.13, 2.72, -2.81], [5.44, 3.16, -1.70], [3.69, 4.74, 1.67], [2.78, 3.42, 3.59], [1.28, 1.52, 3.08], [0.15, -0.80, -1.37], [0.97, -1.96, -1.53], [1.82, -2.18, -0.31], [2.44, -3.37, -0.04], [3.27, -3.50, 1.11], [3.42, -2.35, 1.91], [2.76, -1.19, 1.59], [1.92, -1.07, 0.49], [0.67, 0.01, -1.63], [1.59, -1.82, -2.42], [0.30, -2.80, -1.71], [2.29, -4.20, -0.72], [3.77, -4.43, 1.35], [4.06, -2.36, 2.78], [2.89, -0.30, 2.19], [-2.61, 2.13, 3.29], [-1.83, 1.68, 2.28], [-0.87, 0.94, 2.54], [-2.13, 2.13, 0.88], [-1.69, 1.07, -0.13], [-2.45, 1.80, 4.22], [-3.45, 2.65, 3.09], [-1.52, 3.04, 0.75], [-3.17, 2.46, 0.82], [-1.41, 1.57, -1.06], [-2.51, 0.39, -0.35], [-3.76, -2.14, -4.36], [-2.48, -1.77, -3.15], [-2.18, -0.05, -3.61], [-4.63, -1.49, -4.21], [-4.06, -3.17, -4.21], [-3.39, -2.02, -5.38], [-1.85, 0.01, -4.65], [-1.39, 0.32, -2.96], [-3.08, 0.55, -3.47], [-0.48, -3.27, 2.94], [-1.43, -2.62, 1.93], [-1.80, -3.65, 0.84], [-2.70, -2.14, 2.63], [-0.78, -1.51, 1.30], [-0.94, -4.15, 3.41], [-0.22, -2.54, 3.71], [0.44, -3.57, 2.44], [-2.33, -4.50, 1.27], [-0.89, -4.01, 0.36], [-2.43, -3.18, 0.08], [-3.23, -2.97, 3.12], [-3.37, -1.67, 1.91], [-2.44, -1.40, 3.39]], "total_charge": -1, "homo_lumo_gap_ev": [3.693, 6.915], "relative_energy_ev": 1.067, "spin_multiplicity": 2, "energy_ha": -3205.37857, "s_squared": 0.77}



# 4
{"formula": "C23H40N5O5PSSi", "method": "ωB97M-V/def2-TZVPD", "symbols": ["C", "Si", "C", "C", "C", "C", "C", "C", "C", "C", "C", "N", "C", "O", "O", "C", "N", "C", "N", "P", "S", "N", "C", "O", "O", "C", "C", "C", "C", "C", "C", "H", "H", "H", "H", "H", "H", "H", "H", "H", "H", "H", "H", "H", "H", "H", "H", "H", "H", "H", "H", "H", "H", "H", "H", "H", "H", "H", "H", "H", "H", "H", "H", "H", "C", "C", "O", "N", "C", "H", "H", "H", "H", "H", "H", "H"], "xyz": [[0.90, -2.92, 1.31], [1.03, -2.30, -0.48], [1.80, -3.65, -1.56], [-0.64, -1.86, -1.26], [-1.82, -2.73, -0.74], [-2.97, -2.91, -1.78], [-4.21, -2.04, -1.45], [-4.68, -1.09, -2.60], [-4.74, 0.40, -2.16], [-3.29, 0.94, -2.19], [-3.07, 2.23, -1.39], [-3.68, 2.20, -0.04], [-4.83, 3.14, 0.18], [-4.51, 4.32, 0.38], [-5.98, 2.68, 0.19], [-3.15, 1.41, 0.83], [-2.09, 0.57, 0.61], [-1.83, -0.10, 1.70], [-2.71, 0.32, 2.65], [-2.55, -0.37, 4.24], [-2.48, 0.89, 5.69], [-3.56, 1.25, 2.14], [-4.56, 1.86, 2.97], [-4.09, 3.03, 3.65], [-3.19, 3.73, 2.84], [2.07, -0.71, -0.52], [2.00, 0.25, 0.45], [2.74, 1.42, 0.39], [3.62, 1.61, -0.66], [3.73, 0.63, -1.66], [2.95, -0.50, -1.58], [1.07, -2.14, 2.06], [-0.07, -3.39, 1.50], [1.67, -3.69, 1.48], [1.62, -3.35, -2.60], [2.87, -3.78, -1.38], [1.26, -4.60, -1.41], [-0.81, -0.79, -1.09], [-0.53, -2.05, -2.34], [-2.27, -2.34, 0.18], [-1.39, -3.71, -0.48], [-2.58, -2.74, -2.79], [-3.27, -3.97, -1.70], [-3.98, -1.38, -0.60], [-5.06, -2.70, -1.22], [-5.59, -1.41, -3.10], [-3.89, -1.12, -3.37], [-5.22, 0.52, -1.19], [-5.28, 0.93, -2.96], [-2.61, 0.15, -1.83], [-2.98, 1.15, -3.22], [-3.55, 3.04, -1.95], [-2.01, 2.52, -1.33], [-1.06, -0.85, 1.86], [-3.58, -1.33, 4.37], [-1.32, -1.07, 4.22], [-4.92, 1.21, 3.78], [-5.46, 2.13, 2.39], [-2.33, 3.72, 3.28], [1.34, 0.15, 1.31], [2.66, 2.19, 1.15], [4.22, 2.52, -0.71], [4.42, 0.74, -2.49], [3.02, -1.25, -2.37], [8.48, 0.32, -1.01], [7.88, 1.68, -0.73], [7.38, 2.36, -1.61], [7.92, 2.14, 0.55], [8.48, 1.49, 1.72], [8.38, 0.10, -2.06], [9.54, 0.32, -0.75], [7.96, -0.45, -0.44], [7.50, 3.05, 0.66], [7.69, 1.36, 2.47], [9.26, 2.13, 2.15], [8.90, 0.52, 1.48]], "homo_lumo_gap_ev": 7.789, "energy_ha": -2579.28732}



# 5
{"formula": "C23H40N6OSTi", "method": "ωB97M-V/def2-TZVPD", "symbols": ["Ti", "C", "C", "N", "C", "C", "N", "C", "C", "N", "C", "C", "N", "C", "C", "C", "C", "C", "C", "C", "N", "H", "H", "H", "H", "H", "H", "H", "H", "H", "H", "H", "H", "H", "H", "H", "H", "H", "H", "H", "H", "H", "H", "H", "O", "S", "C", "C", "C", "C", "H", "H", "H", "H", "H", "H", "H", "H", "C", "C", "C", "C", "N", "H", "H", "H", "H", "H", "H", "H", "H", "H"], "xyz": [[0.41, -0.05, -0.51], [-3.82, 1.23, -0.02], [-2.36, 0.94, 0.13], [-1.66, 0.28, -0.94], [-2.41, -0.74, -1.68], [-1.47, -1.47, -2.62], [-0.25, -1.84, -1.89], [0.84, -2.33, -2.76], [2.17, -1.86, -2.21], [2.10, -0.40, -2.02], [3.34, 0.23, -1.56], [3.42, 0.13, -0.05], [2.10, 0.48, 0.46], [2.00, 0.97, 1.72], [3.19, 1.14, 2.62], [0.68, 1.29, 2.09], [0.25, 1.92, 3.25], [-1.11, 2.26, 3.37], [-2.00, 1.99, 2.37], [-1.57, 1.29, 1.18], [-0.22, 0.96, 1.09], [-4.05, 1.65, -1.00], [-4.15, 1.95, 0.72], [-4.45, 0.34, 0.10], [-3.24, -0.31, -2.25], [-2.83, -1.42, -0.94], [-1.18, -0.81, -3.44], [-1.97, -2.34, -3.05], [-0.46, -2.53, -1.18], [0.69, -1.91, -3.76], [0.82, -3.41, -2.87], [2.98, -2.13, -2.90], [2.38, -2.33, -1.25], [1.80, 0.03, -2.89], [3.30, 1.28, -1.84], [4.22, -0.22, -2.04], [4.20, 0.80, 0.31], [3.70, -0.88, 0.26], [3.80, 0.24, 2.65], [2.87, 1.36, 3.64], [3.83, 1.97, 2.30], [0.95, 2.18, 4.03], [-1.45, 2.78, 4.26], [-3.03, 2.28, 2.47], [0.26, -1.89, 0.67], [1.02, -2.10, 1.99], [-0.14, -1.63, 3.31], [-0.86, -2.89, 3.76], [0.17, -4.01, 3.68], [0.81, -3.88, 2.30], [-0.76, -0.84, 2.90], [0.47, -1.20, 4.11], [-1.70, -3.11, 3.09], [-1.27, -2.77, 4.76], [-0.26, -5.00, 3.81], [0.92, -3.89, 4.47], [0.13, -4.21, 1.52], [1.77, -4.38, 2.19], [0.39, 2.55, -3.10], [-0.91, 2.27, -2.35], [-2.06, 2.17, -3.35], [-1.16, 3.42, -1.36], [-0.67, 0.99, -1.69], [0.58, 1.77, -3.84], [0.33, 3.50, -3.63], [1.23, 2.61, -2.41], [-2.18, 3.12, -3.88], [-3.00, 1.95, -2.84], [-1.87, 1.39, -4.09], [-1.11, 4.38, -1.88], [-0.40, 3.41, -0.58], [-2.14, 3.34, -0.90]], "total_charge": 1, "homo_lumo_gap_ev": [5.974, 6.192], "relative_energy_ev": 0.638, "spin_multiplicity": 2, "energy_ha": -2551.70405, "s_squared": 0.81}



# 6
{"formula": "C23H40NO21", "method": "ωB97M-V/def2-TZVPD", "symbols": ["O", "C", "N", "O", "C", "O", "O", "C", "O", "O", "C", "C", "O", "C", "O", "O", "C", "H", "H", "H", "H", "H", "H", "H", "H", "C", "C", "O", "C", "O", "O", "C", "H", "H", "H", "H", "H", "H", "H", "H", "C", "C", "O", "C", "O", "O", "C", "H", "H", "H", "H", "H", "H", "H", "H", "C", "C", "O", "C", "O", "O", "C", "H", "H", "H", "H", "H", "H", "H", "H", "C", "C", "O", "C", "O", "O", "C", "H", "H", "H", "H", "H", "H", "H", "H"], "xyz": [[-0.62, 10.54, 1.61], [-0.91, 9.42, 1.50], [-1.31, 8.25, 1.46], [-0.42, 7.42, 0.71], [-1.12, 6.70, -0.27], [-2.19, 7.05, -0.69], [-0.37, 5.67, -0.56], [-0.37, 5.29, -2.04], [0.40, 5.99, -2.66], [-1.11, 4.37, -2.30], [-2.49, 1.64, -2.44], [-3.46, 1.15, -1.39], [-3.81, -0.25, -1.58], [-2.92, -1.13, -1.15], [-1.87, -0.90, -0.61], [-3.38, -2.36, -1.44], [-2.48, -3.41, -1.10], [-2.88, 1.43, -3.44], [-2.31, 2.71, -2.35], [-1.53, 1.14, -2.35], [-4.41, 1.67, -1.48], [-3.08, 1.30, -0.38], [-2.16, -3.34, -0.06], [-1.61, -3.39, -1.75], [-3.02, -4.34, -1.24], [1.67, 1.20, 0.98], [1.42, 1.93, 2.27], [2.64, 2.35, 2.91], [3.19, 3.45, 2.39], [2.76, 4.11, 1.49], [4.32, 3.70, 3.07], [5.07, 4.81, 2.57], [2.35, 0.36, 1.14], [0.73, 0.81, 0.58], [2.11, 1.85, 0.23], [0.94, 1.27, 3.00], [0.77, 2.79, 2.12], [4.44, 5.70, 2.50], [5.49, 4.58, 1.59], [5.87, 4.98, 3.28], [11.31, 1.52, 2.17], [10.50, 0.76, 1.15], [9.29, 0.24, 1.71], [8.30, 1.13, 1.85], [8.35, 2.29, 1.53], [7.26, 0.51, 2.40], [6.13, 1.36, 2.66], [11.50, 0.90, 3.05], [12.27, 1.82, 1.74], [10.79, 2.42, 2.50], [11.05, -0.12, 0.81], [10.27, 1.38, 0.29], [5.84, 1.90, 1.76], [6.36, 2.07, 3.46], [5.32, 0.72, 2.98], [-3.73, -7.91, 2.16], [-3.76, -6.83, 3.22], [-2.55, -6.78, 3.98], [-1.53, -6.17, 3.38], [-1.55, -5.65, 2.29], [-0.47, -6.22, 4.19], [0.72, -5.64, 3.65], [-3.48, -8.87, 2.61], [-4.69, -7.98, 1.67], [-2.97, -7.68, 1.41], [-4.54, -7.03, 3.95], [-3.96, -5.85, 2.79], [0.54, -4.63, 3.30], [1.09, -6.25, 2.83], [1.44, -5.64, 4.46], [-6.26, -1.31, -3.03], [-6.83, -2.53, -3.70], [-7.53, -2.22, -4.92], [-6.76, -2.00, -5.99], [-5.56, -2.09, -6.03], [-7.56, -1.68, -7.01], [-6.85, -1.36, -8.21], [-7.04, -0.57, -2.88], [-5.82, -1.57, -2.08], [-5.48, -0.85, -3.64], [-7.58, -3.00, -3.07], [-6.06, -3.27, -3.91], [-6.16, -2.15, -8.48], [-6.31, -0.42, -8.10], [-7.61, -1.25, -8.99]], "total_charge": -1, "homo_lumo_gap_ev": 7.530, "relative_energy_ev": 0.000, "energy_ha": -2535.30314}